1.
The following is a DFT calculation (ωB97M-V/def2-TZVPD) of the molecule C7H8S at a distorted geometry.

Values from the calculation:
**ΔE to the lowest compared entry with this formula, charge and spin**: 193.1 kcal per mole
**Frontier orbital gap (alpha / beta)**: 8.40 / 6.29 eV

Geometry as XYZ:
```
16
C7H8S (ωB97M-V/def2-TZVPD)
C -0.99651 2.52595 0.77857
C -1.39085 1.16828 0.01053
C -0.49509 2.32380 -0.38742
C 1.08646 -0.67987 -0.40394
C -1.08315 -0.16348 0.50630
C -0.25243 -0.71881 -0.82908
C 2.19657 -0.79783 0.19955
S 3.32301 -2.12985 -0.28788
H -1.44464 3.07246 1.68081
H -2.36972 1.18529 -0.58184
H -0.53751 -0.19228 1.38695
H -1.99593 -0.73644 0.71427
H -0.41983 -0.01350 -1.56770
H -0.71577 -1.65670 -1.11016
H 2.73385 -0.23685 0.94447
H 2.36153 -2.95017 -1.05346
```

Atom charges from the Löwdin analysis, given in e for atoms 1 to 6: -0.032, -0.343, 0.040, -0.127, -0.131, -0.148

=====

2.
The following is a DFT calculation (ωB97M-V/def2-TZVPD) of a cluster of 18 separate species, C42H128N8O18 in total at a distorted geometry.

Values from the calculation:
**ΔE to the lowest compared entry with this formula, charge and spin**: 69.6 kcal per mole
**Frontier orbital gap**: 8.08 eV

Geometry as XYZ:
```
196
C42H128N8O18 (ωB97M-V/def2-TZVPD)
C -5.82193 24.51363 -6.38100
C -4.72787 25.26946 -5.54433
C -5.21411 26.57153 -4.94131
O -5.56357 27.59829 -5.83125
C -4.53916 28.12850 -6.63494
N -4.24019 24.36941 -4.49528
H -6.72439 24.42218 -5.77660
H -5.52892 23.52541 -6.73549
H -6.11611 25.01259 -7.30437
H -3.85469 25.35636 -6.19094
H -4.34994 26.86959 -4.34764
H -6.01730 26.28609 -4.26198
H -4.73225 29.16612 -6.90723
H -4.37063 27.48824 -7.50082
H -3.56035 28.21579 -6.16332
H -4.30343 23.40730 -4.79602
H -4.86945 24.29501 -3.70878
C 4.50405 30.94107 2.42612
C 3.49484 29.80288 2.20646
C 4.23857 28.40629 2.08622
O 5.02440 28.42189 0.93922
C 5.57886 27.17634 0.63557
N 2.55706 29.80242 3.34239
H 5.28526 30.90965 1.66664
H 5.02538 30.92511 3.38323
H 4.03053 31.92229 2.39321
H 2.94553 30.08407 1.30797
H 3.53521 27.57876 2.17880
H 4.86110 28.20874 2.95887
H 4.83917 26.37773 0.57909
H 6.30328 26.86928 1.38991
H 5.92590 27.12092 -0.39622
H 3.05675 29.41964 4.13227
H 1.98870 29.00214 3.10449
C 2.94049 28.87874 -8.69770
C 2.54162 27.92025 -9.77739
C 2.78637 28.40817 -11.20339
O 1.93506 29.53468 -11.46408
C 2.15180 30.07596 -12.74320
N 3.14710 26.60467 -9.57929
H 2.32648 29.76590 -8.85279
H 3.97380 29.22326 -8.73870
H 2.74030 28.47522 -7.70515
H 1.48006 27.70855 -9.64946
H 2.57252 27.70125 -12.00503
H 3.80206 28.78219 -11.33217
H 1.78790 29.37684 -13.49612
H 3.19989 30.32303 -12.91221
H 1.64668 31.02778 -12.90747
H 3.18985 26.39441 -8.59234
H 4.11067 26.77441 -9.82996
C -0.61718 28.42869 4.36882
C -0.34771 27.82737 2.93631
C -0.54880 28.80520 1.75771
O -0.47967 28.10017 0.46896
C -1.03923 28.88479 -0.61549
N 1.06706 27.34561 2.88558
H -1.68364 28.60425 4.50997
H 0.03430 29.28484 4.54403
H -0.44944 27.72676 5.18567
H -0.99910 26.96064 2.82416
H 0.23555 29.55789 1.67805
H -1.56159 29.20113 1.83278
H -2.03721 29.25107 -0.37473
H -1.08454 28.36901 -1.57467
H -0.53279 29.82528 -0.83250
H 1.24127 26.77460 2.07090
H 1.17572 26.65168 3.61136
C -0.09506 32.52435 -10.49784
C 0.00651 31.43616 -9.47705
C -0.91688 31.65576 -8.30941
O -0.42477 32.79343 -7.64614
C -1.13369 33.05832 -6.45445
N -0.31227 30.13860 -10.02589
H 0.36042 32.12888 -11.40571
H 0.51242 33.34783 -10.12240
H -1.12665 32.85176 -10.62713
H 1.03330 31.36753 -9.11775
H -0.89307 30.78668 -7.65195
H -1.94597 31.85052 -8.61129
H -0.78637 34.05156 -6.16991
H -0.83286 32.35952 -5.67390
H -2.21804 33.10278 -6.55596
H -0.38694 29.40069 -9.34031
H 0.54305 29.81351 -10.45351
C -0.66884 28.84248 -4.75365
C 0.77397 28.25401 -5.01172
C 1.38789 27.67891 -3.67323
O 1.49893 28.70432 -2.70776
C 2.32147 28.30520 -1.65674
N 0.65473 27.15680 -5.97695
H -1.43945 28.21285 -4.30887
H -1.13958 29.35529 -5.59241
H -0.58634 29.58053 -3.95578
H 1.37833 29.08793 -5.36869
H 2.33874 27.20724 -3.92125
H 0.82280 26.85467 -3.23802
H 1.90639 27.47654 -1.08302
H 2.28824 29.19714 -1.03110
H 3.35799 28.08424 -1.91155
H 1.55251 26.74613 -6.19014
H 0.08071 26.43807 -5.55979
C 2.92737 31.82630 -3.99865
C 3.78753 32.44200 -2.89931
C 3.20966 32.28854 -1.44670
O 1.85492 32.84413 -1.35628
C 1.26304 32.83476 -0.01465
N 5.14855 31.90172 -3.00225
H 3.49384 31.89901 -4.92704
H 1.95372 32.30504 -4.10322
H 2.76269 30.76938 -3.78911
H 3.78618 33.50520 -3.13951
H 3.86001 32.77574 -0.72022
H 3.12749 31.25651 -1.10572
H 0.49405 33.60725 -0.01810
H 1.98118 33.12911 0.75069
H 0.83576 31.85760 0.21045
H 5.14205 30.97786 -2.59416
H 5.73245 32.30258 -2.28220
C 0.98468 23.05148 -2.71429
C 1.96771 23.27280 -3.90818
C 2.69039 21.96234 -4.38857
O 3.56907 21.46139 -3.41262
C 4.77759 22.13736 -3.28106
N 1.13989 23.82617 -4.95494
H 0.29379 23.87779 -2.54694
H 1.50812 22.86533 -1.77650
H 0.45876 22.13210 -2.97168
H 2.64791 24.06549 -3.59664
H 3.28949 22.10501 -5.28792
H 1.94981 21.23407 -4.71911
H 5.30792 21.85826 -4.19153
H 5.28797 21.66927 -2.43933
H 4.70106 23.20159 -3.05822
H 0.51152 23.12067 -5.31204
H 0.41556 24.30745 -4.44132
C 7.00710 30.05937 -0.93605
O 5.71303 29.72262 -1.22601
H 7.61090 29.15585 -0.85134
H 7.49796 30.70104 -1.66778
H 7.03163 30.57797 0.02236
H 5.29939 29.31677 -0.46064
C -4.15067 30.06783 -2.56228
O -4.13193 28.72767 -2.00866
H -4.16635 30.70519 -1.67818
H -3.23992 30.41680 -3.04893
H -5.03953 30.21016 -3.17692
H -4.93309 28.61280 -1.49239
C -0.55466 24.70514 0.50046
O 0.51772 25.57135 0.34802
H -0.94318 24.60313 -0.51283
H -0.15454 23.75382 0.85118
H -1.31317 25.12894 1.15861
H 0.07891 26.41184 0.19760
C 2.88162 24.34102 1.84144
O 3.07536 24.44456 0.41246
H 1.90905 23.91600 2.08953
H 3.55395 23.65210 2.35276
H 3.09692 25.30718 2.29783
H 2.24991 24.80995 0.08580
C -1.18119 32.26773 -2.68511
O -0.32352 33.42383 -2.64996
H -1.44543 31.97245 -1.66969
H -2.02189 32.51764 -3.33232
H -0.62156 31.44453 -3.12927
H 0.54281 33.25016 -2.27457
C 5.07707 29.23044 -5.26433
O 6.20065 29.66555 -4.58317
H 4.22208 29.25625 -4.58875
H 4.87166 29.92451 -6.07931
H 5.13042 28.23524 -5.70573
H 5.97896 30.49589 -4.15541
C 4.06280 25.29387 -6.31740
O 2.75587 25.18746 -6.77089
H 4.57098 24.33210 -6.38691
H 4.61360 26.10005 -6.80195
H 4.12579 25.61012 -5.27618
H 2.28119 24.55865 -6.22237
C -1.67629 26.88611 -8.62457
O -0.99423 27.88064 -7.89183
H -2.18861 26.11548 -8.04858
H -2.34941 27.35909 -9.33963
H -0.87643 26.37291 -9.15840
H -0.43572 27.50334 -7.20822
C 6.34561 26.36198 -3.48215
O 6.76463 25.15057 -3.04990
H 6.51910 26.29598 -4.55623
H 5.27206 26.39764 -3.29693
H 6.90118 27.15348 -2.97919
H 6.32669 24.93512 -2.22322
C -1.81893 25.63914 -2.90323
O -1.48568 25.35200 -4.27759
H -2.76323 26.18249 -2.93767
H -2.11475 24.76983 -2.31595
H -0.98538 26.16317 -2.43558
H -2.28126 24.93660 -4.61832
```

Atom charges from the Löwdin analysis, given in e for atoms 1 to 6: -0.043, -0.409, -0.204, -0.156, -0.091, 0.030

=====

3.
The following is a DFT calculation (ωB97M-V/def2-TZVPD) of a structure of composition C15H28Cl2F3IInNO5S at a distorted geometry.

Values from the calculation:
**Frontier orbital gap**: 7.07 eV

Geometry as XYZ:
```
57
C15H28Cl2F3IInNO5S (ωB97M-V/def2-TZVPD)
C 7.01273 -0.54810 -3.06382
C 5.82477 0.38856 -3.14521
Cl 5.59491 1.35454 -4.58286
C 4.95472 0.51047 -2.17075
Cl 5.27304 -0.46717 -0.70255
In 3.14007 1.78733 -2.14133
I 2.58939 2.26306 0.57284
C 1.29405 0.87878 -2.96196
C 0.35203 0.35107 -1.83060
O -0.83594 1.15090 -1.63084
C -0.58766 2.42703 -1.21398
O -0.87974 2.82716 -0.15214
S 3.37986 4.04942 -3.22703
O 2.03826 4.63237 -3.19469
O 3.85028 4.04253 -4.60132
C 4.40420 5.23012 -2.17243
F 3.62663 5.67633 -1.20134
F 5.44301 4.63592 -1.63313
F 4.75685 6.29476 -2.85865
H 7.42980 -0.65164 -4.07530
H 7.81535 -0.16100 -2.43172
H 6.70576 -1.55165 -2.76699
H 1.51092 0.02140 -3.60334
H 0.72645 1.64165 -3.50333
H 0.89381 0.21592 -0.88427
H -0.00949 -0.64849 -2.09864
H -0.12825 3.12704 -1.93664
C -1.45477 0.25470 1.60246
C -1.90040 -0.76050 2.62949
N -3.40362 -0.96236 2.69116
C -4.03607 0.36173 3.03666
C -3.75418 -1.87372 3.85141
C -3.26923 -3.31183 3.77226
C -4.03067 -1.39371 1.37186
C -3.46559 -2.61436 0.66163
O -2.11464 -2.42298 0.31097
C -1.37926 -3.63300 0.15985
H -1.77929 1.26359 1.85121
H -0.36584 0.27490 1.57289
H -1.79836 0.02342 0.59710
H -1.59525 -0.43284 3.62630
H -1.43538 -1.72387 2.45468
H -3.57076 0.73776 3.94434
H -5.10067 0.20114 3.19332
H -3.88867 1.05444 2.21451
H -4.83995 -1.85860 3.94697
H -3.32888 -1.39907 4.73529
H -3.95371 -3.93112 3.19671
H -3.26440 -3.73480 4.77742
H -2.26283 -3.41572 3.37275
H -3.94341 -0.53329 0.71001
H -5.08856 -1.55384 1.58536
H -4.04063 -2.75196 -0.26229
H -3.59854 -3.52284 1.24720
H -2.02740 -4.49655 -0.00208
H -0.77247 -3.79875 1.05569
H -0.71230 -3.52433 -0.69309
```

Atom charges from the Löwdin analysis, given in e for atoms 1 to 6: -0.159, -0.857, 0.675, -0.746, 0.520, 0.371

=====

4.
The following is a DFT calculation (ωB97M-V/def2-TZVPD) of a structure of composition C24H43N2NdP3S2 at a distorted geometry.

Values from the calculation:
**ΔE to the lowest compared entry with this formula, charge and spin**: 98.5 kcal per mole
**Total charge**: +3
**Frontier orbital gap (alpha / beta)**: 4.61 / 5.05 eV
**2S+1**: 4

Geometry as XYZ:
```
75
C24H43N2NdP3S2 (ωB97M-V/def2-TZVPD)
Nd -0.21167 0.54569 0.25535
P -0.14995 -2.49797 -0.61290
P 2.49726 -0.58208 0.95432
P -2.31487 -0.06952 -1.70454
H 2.14672 5.43253 -1.95181
C 1.06711 5.46041 -1.84349
C 0.36372 5.37387 -0.65513
H 0.84573 5.62301 0.33621
C 0.72826 -2.85282 -2.19059
C 0.70274 -3.77020 0.42368
C -1.59174 -3.60854 -0.92374
C 3.38263 0.81906 1.64295
C 3.14971 -1.89783 2.10063
C 3.41331 -0.97290 -0.61810
C -2.92245 1.57649 -2.23155
C -3.94278 -0.86908 -1.49050
C -1.88576 -0.76788 -3.35934
H 0.53818 5.77141 -2.73069
H -0.73603 5.48368 -0.71502
H 0.60449 -3.92918 -2.41146
H 1.79529 -2.60743 -2.10720
H 0.29382 -2.25723 -3.00454
H 0.51145 -4.76149 -0.01771
H 0.29556 -3.75326 1.44150
H 1.78010 -3.60633 0.48919
H -1.19498 -4.62582 -1.09380
H -2.19218 -3.30850 -1.78769
H -2.24988 -3.64063 -0.04813
H 4.43447 0.60637 1.46938
H 3.20410 0.80469 2.72257
H 3.11175 1.79141 1.21868
H 4.17666 -2.19712 1.79292
H 2.50770 -2.79637 2.14498
H 3.18309 -1.44653 3.11235
H 4.44415 -0.61195 -0.48036
H 2.95459 -0.43073 -1.46287
H 3.42291 -2.05406 -0.84765
H -3.45472 1.42145 -3.18097
H -2.09732 2.29433 -2.33679
H -3.63432 1.93816 -1.47603
H -4.49375 -0.72330 -2.43913
H -4.46639 -0.36711 -0.66096
H -3.82810 -1.94095 -1.27588
H -2.62631 -0.36660 -4.06326
H -1.93514 -1.86311 -3.35904
H -0.88111 -0.44516 -3.65310
C 1.17243 2.99728 -1.11317
C 1.19137 2.31547 -2.47052
C 2.46423 2.53391 -3.18840
C 3.58709 3.04634 -2.54855
C 3.54426 3.36520 -1.17008
C 2.32544 3.48129 -0.51213
S -0.37961 3.28790 -0.39056
H 0.54178 1.21127 -1.96429
H 0.32773 2.56359 -3.15421
H 2.55801 2.16655 -4.21326
H 4.54142 3.28585 -3.06125
H 4.43271 3.63414 -0.57732
H 2.20349 4.19188 0.33706
N -1.20937 2.23196 3.10227
C -1.61754 0.98921 3.47126
N -1.54247 -0.06778 2.68574
C -2.12252 -1.21427 3.31686
C -2.22343 -2.46629 2.69586
C -2.76461 -3.52824 3.41260
C -3.31799 -3.30623 4.70103
C -3.17133 -2.05445 5.34868
C -2.61478 -0.99535 4.62038
S -2.33693 0.70769 5.07658
H -1.22230 2.90965 3.83281
H -1.09054 2.49854 2.11634
H -1.86487 -2.59722 1.67974
H -2.85085 -4.52119 2.98008
H -3.79843 -4.13039 5.24510
H -3.50847 -1.85723 6.37064
```

Atom charges from the Löwdin analysis, given in e for atoms 1 to 6: 1.275, 0.697, 0.696, 0.665, 0.083, 0.019

=====

| no. | DFT total energy (eV) |
| --- | --- |
| 1 | -18214.939 |
| 2 | -94395.969 |
| 3 | -85040.536 |
| 4 | -93350.813 |